Record 1
Here is a structure of composition C31H48N8O3PS2Sr from the OMol25 dataset. Energies are from ωB97M-V/def2-TZVPD.

XYZ file:
```
94
Properties=species:S:1:pos:R:3
Sr 0.526 0.710 -0.301
C -4.252 0.814 -1.946
C -2.756 1.028 -1.823
N -2.147 0.916 -0.684
N -3.011 0.684 0.395
C -2.535 0.827 1.584
S -0.978 1.198 2.209
S -3.717 0.492 2.901
C -5.302 0.898 2.116
C -5.526 2.383 2.020
C -5.328 3.067 0.827
C -5.511 4.443 0.760
C -5.898 5.152 1.886
C -6.096 4.477 3.085
C -5.907 3.107 3.149
C -2.049 1.353 -3.081
C -2.727 1.116 -4.293
C -2.199 1.396 -5.533
C -0.930 1.982 -5.601
C -0.239 2.247 -4.448
C -0.739 1.926 -3.152
O 0.013 2.164 -2.136
H -4.701 0.696 -0.971
H -4.448 -0.096 -2.518
H -4.718 1.643 -2.481
H -6.054 0.445 2.765
H -5.349 0.414 1.144
H -5.007 2.522 -0.049
H -5.341 4.960 -0.176
H -6.037 6.225 1.835
H -6.392 5.022 3.973
H -6.042 2.585 4.089
H -3.712 0.673 -4.267
H -2.762 1.175 -6.430
H -0.491 2.227 -6.562
H 0.748 2.694 -4.477
C -0.253 -1.472 -3.376
N 0.182 -2.019 -2.096
C 1.591 -2.386 -2.199
C -0.621 -3.197 -1.795
C -0.346 -3.822 -0.437
N -0.453 -2.894 0.668
C -1.791 -2.342 0.787
C -0.062 -3.530 1.906
H -0.125 -2.205 -4.191
H 0.330 -0.584 -3.624
H -1.302 -1.185 -3.327
H 1.741 -3.153 -2.979
H 1.950 -2.777 -1.249
H 2.193 -1.512 -2.429
H -0.445 -3.976 -2.559
H -1.674 -2.920 -1.870
H 0.657 -4.256 -0.424
H -1.055 -4.666 -0.317
H -2.557 -3.133 0.888
H -2.039 -1.732 -0.079
H -1.840 -1.704 1.667
H -0.727 -4.371 2.174
H -0.088 -2.800 2.716
H 0.955 -3.918 1.820
N 1.941 2.990 0.163
C 3.326 3.114 -0.329
C 3.599 2.283 -1.585
C 3.827 0.797 -1.281
O 4.970 0.341 -1.353
O 2.786 0.134 -0.939
H 1.301 3.463 -0.469
H 1.852 3.435 1.068
H 3.994 2.794 0.474
H 3.574 4.160 -0.544
H 4.496 2.671 -2.066
H 2.755 2.389 -2.274
C 4.952 -1.030 3.951
N 5.111 -0.351 2.674
C 5.733 -1.272 1.719
N 5.020 -2.543 1.580
C 4.856 -3.143 2.896
N 4.200 -2.281 3.880
C 2.800 -2.037 3.512
P 2.563 -1.226 1.846
C 3.819 0.121 2.166
C 3.729 -2.341 0.915
H 4.452 -0.358 4.654
H 5.948 -1.261 4.340
H 6.744 -1.490 2.076
H 5.789 -0.790 0.742
H 5.849 -3.391 3.283
H 4.281 -4.067 2.798
H 2.338 -1.403 4.274
H 2.268 -2.991 3.529
H 3.391 0.828 2.884
H 3.984 0.651 1.230
H 3.893 -1.887 -0.064
H 3.251 -3.316 0.768
```

LUMO level: 2.509 eV
E_tot: -82790.0249 eV
Total charge: -1
F_max: 0.565 eV/Å
HOMO level: -0.1746 Eh

***

Record 2
Here is a cluster of 3 separate species, C3H11NO2 in total from the OMol25 dataset. Energies are from ωB97M-V/def2-TZVPD.

XYZ file:
```
17
Properties=species:S:1:pos:R:3
C 1.304 2.328 1.050
C 1.581 0.824 1.020
C 0.947 0.215 -0.006
N 1.340 -1.151 -0.194
H 1.251 2.796 1.945
H 1.889 2.759 0.315
H 0.259 2.536 0.856
H 2.527 0.534 1.512
H -0.005 0.679 -0.422
H 2.142 -1.688 0.340
H 1.133 -1.714 -1.023
H -3.053 -0.697 1.123
H -1.870 -1.387 0.305
O -2.429 -0.585 0.417
H -2.342 -0.824 -1.372
H -1.834 -0.988 -2.840
O -1.629 -1.183 -1.887
```

LUMO level: 0.777 eV
E_tot: -8872.4542 eV
SMILES: C/C=C/N.O.O
Total charge: 0
F_max: 3.751 eV/Å
HOMO level: -0.2722 Eh

***

Record 3
Here is the molecule C20H18FN5O from the OMol25 dataset. Energies are from ωB97M-V/def2-TZVPD.

XYZ file:
```
45
Properties=species:S:1:pos:R:3
C 4.095 -3.412 3.897
C 3.567 -2.410 2.918
C 4.281 -2.116 1.760
C 3.805 -1.201 0.844
C 2.593 -0.547 1.062
C 1.890 -0.811 2.234
C 2.374 -1.739 3.140
H 1.812 -1.931 4.042
H 0.982 -0.273 2.465
N 2.156 0.378 0.107
C 0.887 0.764 -0.188
N 0.687 1.868 -0.791
C -0.649 2.140 -1.235
N -1.651 1.602 -0.313
C -1.403 0.439 0.326
N -2.241 -0.182 1.097
C -3.461 0.390 1.282
C -3.778 1.597 0.741
C -2.859 2.305 -0.106
O -3.036 3.379 -0.643
H -4.735 2.063 0.911
C -4.401 -0.393 2.137
H -5.339 0.137 2.270
H -3.944 -0.577 3.108
H -4.590 -1.360 1.676
N -0.152 -0.099 0.152
H 0.036 -0.958 0.649
C -0.856 1.600 -2.642
C -2.060 1.045 -3.052
C -2.209 0.566 -4.342
C -1.139 0.648 -5.212
C 0.070 1.201 -4.830
C 0.202 1.678 -3.540
H 1.132 2.115 -3.212
H 0.883 1.255 -5.536
F -1.277 0.174 -6.469
H -3.141 0.135 -4.673
H -2.898 0.989 -2.375
H -0.796 3.230 -1.250
H 2.866 0.919 -0.365
H 4.369 -0.982 -0.051
H 5.221 -2.614 1.575
H 3.404 -3.551 4.724
H 5.053 -3.083 4.297
H 4.252 -4.374 3.410
```

LUMO level: 0.613 eV
E_tot: -33249.3976 eV
SMILES: Cc1ccc(NC2=N[C@@H](c3ccc(F)cc3)n3c(nc(C)cc3=O)N2)cc1
Total charge: 0
F_max: 0.578 eV/Å
HOMO level: -0.3148 Eh